This record from the OMol25 dataset describes a structure of composition C12H36O12 in a non-equilibrium geometry. The level of theory is ωB97M-V with the def2-TZVPD basis set.

HOMO level in eV: -8.3
Multiplicity: 1
Calculated total energy in hartree: -1381.0020
Strongest force on any atom in eV/Å: 14.7
Relative energy (zero: lowest compared OMol25 entry of this formula, charge and spin) in eV: 16.2378
LUMO level in eV: 0.32
Orbital gap in eV: 8.61

```
60
Properties=species:S:1:pos:R:3:lowdin_charge:R:1
C -10.47 -3.91 -12.43 -0.24
C -9.49 -3.95 -11.35 -0.31
O -8.48 -4.93 -11.71 -0.08
O -9.93 -3.96 -13.73 -0.22
H -11.02 -2.97 -12.35 0.08
H -11.21 -4.71 -12.37 0.12
H -9.94 -3.94 -10.36 0.09
H -8.88 -3.05 -11.40 0.15
H -7.66 -4.88 -11.22 0.06
H -9.27 -4.63 -13.57 0.05
C -11.04 -2.14 -13.83 -0.18
C -10.37 -2.75 -15.12 -0.29
O -11.27 -2.44 -16.14 -0.06
O -11.52 -0.77 -14.08 -0.06
H -10.57 -2.10 -12.85 0.10
H -11.91 -2.79 -13.79 0.14
H -10.27 -3.83 -15.26 0.05
H -9.39 -2.34 -15.35 0.15
H -12.08 -2.93 -15.96 0.09
H -12.11 -0.72 -14.83 0.07
C -5.61 -4.27 -12.22 -0.25
C -5.51 -5.63 -12.91 -0.20
O -4.21 -5.58 -13.52 -0.06
O -4.74 -4.25 -11.12 -0.04
H -6.61 -4.01 -11.87 0.08
H -5.48 -3.55 -13.02 0.13
H -6.39 -5.63 -13.55 0.10
H -5.55 -6.46 -12.21 0.14
H -4.17 -4.96 -14.25 0.09
H -4.01 -4.84 -11.32 0.08
C -10.08 -6.21 -14.54 -0.19
C -10.98 -5.62 -15.61 -0.21
O -10.58 -6.02 -16.91 -0.04
O -8.75 -5.74 -14.49 -0.05
H -10.05 -7.30 -14.66 0.14
H -10.52 -6.04 -13.56 0.10
H -11.08 -4.54 -15.62 0.07
H -12.00 -6.03 -15.60 0.14
H -9.79 -5.57 -17.21 0.09
H -8.46 -5.89 -15.39 0.11
C -7.17 -4.17 -7.97 -0.17
C -8.44 -3.68 -8.77 -0.13
O -8.30 -4.04 -10.12 -0.25
O -7.38 -5.51 -7.46 -0.06
H -7.03 -3.48 -7.13 0.11
H -6.22 -4.04 -8.47 0.12
H -8.64 -2.62 -8.87 0.14
H -9.35 -4.14 -8.39 0.10
H -7.71 -3.42 -10.55 0.12
H -8.15 -5.43 -6.88 0.08
C -10.98 -5.52 -9.43 -0.22
C -10.99 -6.38 -10.69 -0.22
O -12.26 -6.60 -11.33 -0.05
O -11.70 -6.07 -8.30 -0.05
H -11.29 -4.50 -9.67 0.12
H -10.00 -5.50 -8.96 0.09
H -10.50 -7.32 -10.43 0.13
H -10.35 -6.05 -11.51 0.07
H -12.56 -7.49 -11.14 0.09
H -12.34 -5.39 -8.06 0.08
```